{
  "formula": "C35H37F3N8O2STi",
  "method": "the ωB97M-V functional and the def2-TZVPD basis",
  "elements": ["Ti", "C", "O", "C", "N", "C", "C", "C", "C", "C", "C", "C", "C", "C", "C", "C", "C", "N", "C", "N", "C", "C", "O", "C", "C", "C", "C", "C", "C", "H", "H", "H", "H", "H", "H", "H", "H", "H", "H", "H", "H", "H", "H", "H", "H", "H", "H", "H", "N", "N", "C", "N", "S", "H", "H", "H", "H", "H", "C", "C", "C", "C", "C", "N", "H", "H", "H", "H", "H", "H", "H", "H", "H", "F", "C", "F", "F", "C", "C", "C", "N", "C", "C", "H", "H", "H", "H"],
  "xyz": [[-0.1695, -0.9156, 0.1411], [2.2937, -0.9602, 3.7305], [2.3165, 0.4052, 3.1712], [1.6048, 0.3939, 2.0992], [1.1430, -0.7554, 1.6829], [1.8105, -1.8084, 2.5399], [2.9286, -2.5155, 1.8182], [3.0208, -3.8981, 1.9430], [4.1342, -4.5730, 1.4576], [5.1626, -3.8647, 0.8538], [5.0664, -2.4840, 0.7111], [3.9503, -1.8108, 1.1837], [1.3913, 1.6602, 1.3799], [2.0993, 2.7847, 1.7783], [1.9576, 3.9458, 1.0392], [1.0904, 3.9209, -0.0392], [0.3843, 2.7543, -0.3307], [0.5285, 1.6054, 0.3498], [-0.6036, 2.9141, -1.4337], [-1.8365, 2.5140, -1.4766], [-2.5811, 3.1423, -2.6171], [-1.4112, 3.8640, -3.3201], [-0.2537, 3.6685, -2.4189], [-3.3529, 2.1715, -3.4733], [-4.7419, 2.2585, -3.5033], [-5.4773, 1.4256, -4.3386], [-4.8241, 0.5040, -5.1473], [-3.4336, 0.4129, -5.1202], [-2.7002, 1.2465, -4.2873], [1.6036, -0.9284, 4.5717], [3.2992, -1.1962, 4.0629], [1.0705, -2.5342, 2.8636], [2.2425, -4.4519, 2.4581], [4.2107, -5.6453, 1.5788], [6.0463, -4.3839, 0.5070], [5.8798, -1.9313, 0.2587], [3.9120, -0.7292, 1.0863], [2.7557, 2.7347, 2.6367], [2.5040, 4.8447, 1.2941], [0.9421, 4.8024, -0.6472], [-3.2701, 3.8637, -2.1769], [-1.5527, 4.9356, -3.4205], [-1.1387, 3.4271, -4.2758], [-5.2549, 3.0044, -2.9062], [-6.5541, 1.5222, -4.3846], [-5.3928, -0.1201, -5.8245], [-2.9251, -0.2779, -5.7806], [-1.6166, 1.1905, -4.3050], [-1.9256, -0.4405, 0.6930], [-3.0929, -0.5089, -0.0468], [-2.9720, -0.8098, -1.3455], [-4.0224, -1.0141, -2.1003], [-1.3572, -0.9128, -1.9620], [-2.1406, -0.0996, 1.6289], [-2.2762, 1.9986, -0.7276], [-3.9793, -0.5432, 0.4451], [-4.9705, -0.9642, -1.7500], [-3.9131, -1.0969, -3.1061], [4.3380, -1.1232, -2.8677], [3.1411, -2.0813, -3.0062], [2.4751, -1.9444, -4.3892], [3.5550, -3.5405, -2.7334], [2.1421, -1.7139, -2.0035], [1.3288, -1.4349, -1.2338], [5.0739, -1.4033, -3.6207], [4.8040, -1.2078, -1.8868], [4.0482, -0.0882, -3.0480], [3.2114, -2.2303, -5.1397], [2.1711, -0.9169, -4.5890], [1.6160, -2.6077, -4.4917], [4.3111, -3.8122, -3.4696], [2.7139, -4.2246, -2.8498], [3.9825, -3.6546, -1.7386], [-2.5532, -7.2064, 1.8885], [-1.2448, -7.0369, 1.7193], [-0.6223, -7.2803, 2.8718], [-0.8052, -7.8806, 0.7958], [-0.9778, -5.5920, 1.3082], [-1.3468, -4.5641, 2.1715], [-1.1117, -3.2666, 1.7867], [-0.5204, -2.9487, 0.6118], [-0.1715, -3.9520, -0.2150], [-0.3880, -5.2802, 0.0966], [-1.8205, -4.7737, 3.1221], [-1.4032, -2.4450, 2.4282], [0.2814, -3.6759, -1.1550], [-0.0985, -6.0554, -0.5997]],
  "forces_ev_per_a": [[-0.4146, 0.1790, -0.1028], [-0.0273, 0.0345, -0.0227], [-0.0021, -0.0035, 0.0040], [0.0205, 0.0368, -0.0381], [-0.0773, -0.0840, 0.2104], [0.0640, 0.0351, 0.0153], [-0.0691, -0.0799, 0.0187], [-0.0069, 0.0047, -0.0433], [0.0056, -0.0119, -0.0101], [-0.0150, -0.0143, -0.0132], [-0.0181, 0.0098, -0.0077], [0.0392, 0.0090, -0.0007], [-0.0003, 0.0349, 0.0386], [-0.0147, -0.0072, -0.0156], [-0.0090, -0.0021, -0.0147], [-0.0048, -0.0050, 0.0158], [0.0178, -0.0117, -0.0459], [0.1417, -0.1957, -0.0743], [-0.0420, -0.0090, -0.0067], [0.0362, -0.0184, 0.0476], [-0.0262, 0.0004, -0.0415], [-0.0172, -0.0102, 0.0112], [0.0334, 0.0085, 0.0043], [0.0123, -0.0025, 0.0270], [-0.0039, -0.0144, 0.0038], [0.0031, -0.0179, -0.0040], [-0.0008, 0.0030, 0.0183], [0.0030, -0.0081, 0.0071], [0.0006, -0.0043, -0.0026], [0.0120, -0.0221, 0.0017], [0.0118, 0.0151, -0.0148], [-0.0241, 0.0112, 0.0475], [0.0022, 0.0066, 0.0162], [0.0066, -0.0012, 0.0024], [0.0034, 0.0001, 0.0020], [0.0100, -0.0025, 0.0054], [-0.0052, 0.0050, 0.0230], [-0.0012, -0.0052, 0.0024], [-0.0025, 0.0028, -0.0001], [-0.0006, 0.0042, 0.0028], [0.0021, -0.0030, 0.0075], [0.0019, 0.0002, -0.0058], [0.0030, -0.0028, -0.0006], [0.0002, -0.0081, 0.0022], [0.0043, -0.0020, 0.0051], [-0.0019, 0.0034, -0.0030], [0.0053, 0.0037, -0.0084], [-0.0064, 0.0029, -0.0112], [0.1521, -0.0721, 0.0304], [0.0127, -0.0012, 0.0123], [0.0465, 0.0374, 0.0267], [-0.0406, 0.0343, -0.0601], [-0.0387, -0.0228, 0.0031], [0.0070, 0.0189, -0.0094], [-0.0162, 0.0113, -0.0252], [-0.0013, 0.0086, -0.0001], [-0.0060, -0.0004, 0.0045], [0.0025, 0.0160, 0.0105], [0.0056, -0.0077, 0.0164], [-0.0121, -0.0235, -0.0131], [0.0038, 0.0039, -0.0048], [-0.0095, -0.0001, 0.0025], [0.0039, 0.0433, -0.0065], [0.1042, 0.1410, -0.0499], [0.0013, -0.0035, -0.0029], [-0.0097, 0.0012, -0.0112], [-0.0019, 0.0013, -0.0012], [0.0017, 0.0013, -0.0006], [0.0024, -0.0003, -0.0013], [0.0017, 0.0011, 0.0042], [0.0002, 0.0003, 0.0018], [-0.0026, -0.0003, -0.0107], [0.0152, -0.0027, 0.0233], [0.0033, -0.0033, 0.0017], [0.0025, 0.0153, 0.0029], [0.0031, 0.0005, 0.0003], [-0.0001, -0.0047, -0.0009], [-0.0047, -0.0048, -0.0080], [-0.0036, -0.0030, -0.0009], [-0.0262, -0.0201, 0.0036], [0.1019, -0.0052, -0.0089], [0.0384, -0.0061, 0.0029], [0.0026, 0.0024, 0.0088], [0.0002, 0.0000, -0.0003], [0.0110, -0.0092, -0.0012], [0.0031, -0.0132, 0.0107], [-0.0024, 0.0018, -0.0025]],
  "lowdin_charge": [0.920, 0.040, 0.111, -0.312, 0.027, -0.200, -0.212, -0.020, -0.032, -0.043, -0.063, -0.043, -0.153, 0.088, 0.064, 0.079, -0.128, 0.149, -0.233, 0.223, -0.143, 0.046, 0.106, -0.209, -0.015, -0.036, -0.047, -0.070, -0.084, 0.154, 0.161, 0.126, 0.121, 0.126, 0.129, 0.120, 0.118, 0.153, 0.153, 0.150, 0.166, 0.159, 0.143, 0.128, 0.128, 0.129, 0.124, 0.107, -0.142, -0.032, -0.716, 0.208, 0.797, 0.120, 0.158, 0.188, 0.158, 0.112, 0.002, -0.556, -0.006, 0.006, -0.043, 0.086, 0.116, 0.076, 0.099, 0.115, 0.096, 0.098, 0.117, 0.098, 0.076, 0.198, -0.603, 0.192, 0.191, -0.033, 0.062, -0.106, -0.064, -0.073, 0.072, 0.155, 0.119, 0.103, 0.148],
  "mol_weight_g_mol": 738.66,
  "largest_force_ev_per_a": 0.463,
  "homo_energy_ev": -18.711,
  "charge": 4,
  "e_lumo_ev": -12.648
}